No. 1
Below is a cluster of 2 separate species, C2H3ClO3 in total at a distorted geometry, with properties calculated with wB97M-V/def2-TZVPD.

Values from the calculation:
**Charge**: 0
**Energy relative to the best compared isomer or geometry (same formula, charge and spin)**: 0.414 eV
**HOMO-LUMO gap**: 11.4 eV

```
9
C2H3ClO3, DFT wB97M-V/def2-TZVPD
O 1.1336 -1.0619 0.3236
C 1.6771 0.0166 0.4054
Cl 3.1311 0.1842 -0.5419
H 1.4577 0.9201 0.9554
O -0.8418 1.0532 0.1832
C -1.6559 0.3711 -0.3105
O -1.6219 -0.9832 -0.2579
H -2.5246 0.6874 -0.7293
H -0.7552 -1.1875 -0.0279
```


No. 2
Below is a structure of composition C2H3CrO3 at a distorted geometry, with properties calculated with wB97M-V/def2-TZVPD.

Values from the calculation:
**Charge**: +2
**Energy relative to the best compared isomer or geometry (same formula, charge and spin)**: 0.000 eV
**Spin multiplicity**: 4
**HOMO-LUMO gap (spin up / spin down)**: 7.7 / 9.8 eV

```
9
C2H3CrO3, DFT wB97M-V/def2-TZVPD
O 0.8201 -1.6965 -0.1792
C 1.9866 -1.8434 0.1432
H 2.4530 -2.8384 0.0733
H 2.5977 -0.9901 0.4829
O -1.6517 2.7949 0.2059
C -1.0722 1.6462 0.1644
O -2.0283 0.8992 -0.4283
Cr -0.4612 -0.2745 -0.1246
H -2.6439 2.3026 -0.3377
```